Record 1
44
Properties=species:S:1:pos:R:3:lowdin_charge:R:1 method="wB97M-V/def2-TZVPD" e_above_lowest_kcal_mol=0.0 smiles="CCOC(=O)C(F)(F)F.CCOC(=O)C(F)(F)F.ClCCCl.ClCCCl" fmax_ev_per_a=0.8 e_tot_ha=-3209.0159 lumo_ev=0.48 homo_lumo_gap_ev=10.96
C -4.887 3.120 1.760 -0.069
C -3.794 3.777 2.557 -0.203
O -3.185 2.752 3.356 0.035
C -2.331 3.162 4.264 -0.411
O -2.000 4.291 4.479 0.168
C -1.706 1.996 5.052 -0.543
F -1.767 2.257 6.359 0.168
F -2.309 0.826 4.826 0.164
F -0.410 1.880 4.708 0.133
H -5.391 3.793 1.066 0.083
H -5.634 2.673 2.418 0.084
H -4.482 2.327 1.127 0.026
H -4.157 4.575 3.205 0.128
H -3.029 4.223 1.916 0.134
C 4.117 -6.570 -2.336 -0.057
C 3.430 -5.211 -2.330 -0.189
O 2.206 -5.357 -1.577 0.030
C 1.456 -4.272 -1.474 -0.407
O 1.710 -3.182 -1.881 0.170
C 0.139 -4.591 -0.728 -0.535
F 0.289 -5.549 0.192 0.171
F -0.329 -3.495 -0.125 0.161
F -0.776 -5.000 -1.624 0.163
H 4.007 -7.059 -1.370 0.082
H 5.160 -6.479 -2.624 0.079
H 3.633 -7.211 -3.078 0.079
H 3.185 -4.917 -3.349 0.129
H 4.030 -4.446 -1.841 0.128
Cl -2.441 0.770 0.108 0.577
C -0.754 1.081 -0.387 -0.679
C 0.201 0.081 0.233 -0.651
Cl 0.310 0.279 2.001 0.572
H -0.483 2.068 -0.021 0.043
H -0.699 1.063 -1.470 0.050
H 1.199 0.318 -0.137 0.057
H -0.064 -0.947 0.013 0.050
Cl 2.968 2.978 -1.134 0.551
C 2.445 2.784 -2.826 -0.656
C 1.553 3.918 -3.254 -0.657
Cl -0.031 3.858 -2.438 0.566
H 1.916 1.836 -2.872 0.061
H 3.330 2.760 -3.456 0.074
H 1.380 3.963 -4.327 0.074
H 1.995 4.878 -2.982 0.066



Record 2
12
Properties=species:S:1:pos:R:3:lowdin_charge:R:1 method="wB97M-V/def2-TZVPD" e_above_lowest_kcal_mol=74.4 fmax_ev_per_a=6.7 e_tot_ha=-683.4893 lumo_ev=-0.03 homo_lumo_gap_ev=8.72
C -0.205 0.686 0.884 -0.275
C 0.025 -0.587 1.641 -0.093
C 0.546 -1.688 1.177 -0.100
C 1.212 -1.762 -0.099 -0.352
H -1.343 1.176 -2.264 -0.133
H 0.046 1.692 1.149 0.087
H -0.343 -0.480 2.759 0.144
H 0.344 -2.527 1.872 0.121
H 0.840 -2.780 -0.667 0.147
N -0.856 0.406 -0.198 -0.393
O 1.845 -1.018 -0.727 0.096
S -1.111 1.771 -1.079 0.752